{"formula": "C33H40HgIN9P", "method": "wB97M-V/def2-TZVPD", "homo_energy_ev": [-4.98, -7.47], "homo_lumo_gap_ev": [5.6, 8.0], "lumo_ha": [0.024, 0.021], "relative_energy_kcal_mol": 0.0, "spin_multiplicity": 2, "symbols": ["Hg", "N", "C", "C", "N", "H", "H", "H", "H", "H", "H", "H", "H", "N", "C", "C", "C", "C", "C", "N", "C", "C", "C", "C", "C", "N", "H", "H", "H", "H", "H", "H", "H", "H", "H", "N", "P", "C", "C", "C", "C", "C", "C", "C", "C", "C", "C", "C", "C", "C", "C", "C", "C", "C", "N", "H", "H", "H", "H", "H", "H", "H", "H", "H", "H", "H", "H", "H", "H", "H", "C", "N", "C", "C", "N", "H", "H", "H", "H", "H", "H", "I", "C", "H", "H"], "positions_angstrom": [[0.98618, 0.87795, -0.51743], [-0.56095, 3.23499, 0.81345], [0.10754, 3.96135, 1.88540], [1.60906, 4.04943, 1.66079], [2.24759, 2.73972, 1.69020], [-0.58981, 3.77748, -0.04219], [-1.51357, 3.00029, 1.06316], [-0.07887, 3.42412, 2.81898], [-0.27834, 4.98009, 2.02878], [2.01902, 4.75424, 2.39773], [1.79928, 4.48592, 0.67486], [2.23615, 2.33782, 2.61979], [3.20787, 2.79236, 1.37403], [1.19699, -1.08292, -3.98418], [-0.06759, -1.36914, -3.46884], [-1.18008, -0.87709, -4.16813], [-2.43508, -1.15618, -3.67762], [-2.55827, -1.90534, -2.51147], [-1.39595, -2.34958, -1.90988], [-0.17085, -2.10516, -2.37644], [2.44924, -1.32377, -3.42345], [3.55330, -1.44770, -4.27751], [4.79495, -1.64808, -3.71418], [4.91164, -1.72243, -2.33140], [3.76037, -1.56009, -1.58406], [2.55335, -1.36466, -2.10534], [1.20739, -0.79395, -4.94684], [-1.04948, -0.27719, -5.06068], [-3.31216, -0.77978, -4.18990], [-3.52225, -2.13783, -2.08160], [-1.44132, -2.94448, -1.00299], [3.42686, -1.39594, -5.35158], [5.66636, -1.74702, -4.34885], [5.86968, -1.86551, -1.85085], [3.79681, -1.55599, -0.50020], [-3.19034, 0.58794, -0.03914], [-1.90845, -0.22354, 0.77185], [-1.91847, 0.58693, 2.41990], [-3.04727, 1.12161, 3.03665], [-2.96442, 1.67205, 4.30612], [-1.75050, 1.67279, 4.98421], [-0.62372, 1.13575, 4.38137], [-0.70258, 0.60736, 3.09792], [-2.75645, -1.77565, 1.25954], [-2.03954, -2.64648, 2.08287], [-2.58074, -3.86420, 2.45776], [-3.84057, -4.24176, 2.00675], [-4.55133, -3.39235, 1.17430], [-4.01043, -2.16675, 0.80152], [-3.01220, 1.40175, -1.14611], [-4.10547, 2.10725, -1.67680], [-3.89464, 2.91130, -2.77422], [-2.61656, 3.01445, -3.31821], [-1.60951, 2.28665, -2.71520], [-1.79407, 1.49478, -1.66049], [-4.11598, 0.63462, 0.36025], [-4.00970, 1.10503, 2.53662], [-3.84763, 2.08851, 4.77385], [-1.68733, 2.09328, 5.97985], [0.32438, 1.13611, 4.90559], [0.18048, 0.20789, 2.60946], [-1.04604, -2.36949, 2.42266], [-2.01399, -4.52822, 3.09811], [-4.25897, -5.19662, 2.29746], [-5.52881, -3.67984, 0.80739], [-4.56684, -1.52513, 0.12910], [-5.08515, 2.01950, -1.22387], [-4.72079, 3.46651, -3.20086], [-2.40961, 3.64211, -4.17311], [-0.58897, 2.33789, -3.08452], [4.51501, -3.51040, 1.82443], [4.12421, -2.13939, 2.11126], [5.13259, -1.09777, 1.96053], [2.84731, -1.79431, 1.99568], [1.74732, -1.47124, 1.84607], [5.27710, -3.83291, 2.53484], [4.91416, -3.59944, 0.80904], [3.64860, -4.15946, 1.91800], [5.93503, -1.25452, 2.68242], [4.67593, -0.12778, 2.13984], [5.55577, -1.10121, 0.95115], [4.32047, 2.30202, -1.37531], [2.24261, 2.15320, -1.88434], [1.87347, 3.17751, -1.91648], [2.23759, 1.72774, -2.88723]], "forces_ev_per_a": [[0.128, -0.019, 0.228], [-0.017, 0.005, -0.051], [-0.030, -0.022, 0.056], [0.049, 0.032, -0.054], [-0.050, -0.027, 0.063], [0.001, -0.005, 0.001], [0.004, -0.002, 0.004], [-0.013, -0.026, -0.002], [0.017, 0.010, -0.008], [0.002, 0.002, -0.002], [-0.005, -0.015, -0.008], [-0.028, 0.035, 0.014], [-0.011, -0.036, -0.035], [0.023, -0.022, -0.068], [0.012, 0.092, -0.035], [0.005, 0.007, 0.037], [-0.030, -0.009, 0.021], [0.008, 0.037, -0.043], [0.026, -0.028, 0.018], [-0.049, -0.047, 0.004], [-0.104, 0.049, 0.015], [0.002, -0.019, 0.049], [0.024, -0.007, -0.034], [0.003, 0.036, 0.008], [-0.001, -0.003, -0.035], [0.091, 0.008, 0.030], [0.002, -0.016, 0.003], [0.016, 0.006, 0.004], [-0.004, -0.004, -0.001], [0.001, -0.008, -0.008], [0.004, 0.000, -0.017], [-0.005, -0.009, -0.003], [0.004, -0.001, 0.005], [0.005, -0.004, -0.007], [-0.017, -0.031, 0.006], [-0.022, 0.039, 0.030], [-0.013, -0.034, -0.103], [0.063, -0.045, 0.048], [-0.019, 0.020, -0.016], [0.031, 0.002, 0.006], [-0.011, 0.012, -0.001], [0.006, -0.005, -0.017], [0.034, 0.007, -0.011], [-0.104, 0.067, -0.023], [0.019, 0.007, 0.025], [0.002, -0.019, 0.002], [-0.002, 0.010, -0.005], [0.017, 0.013, -0.003], [0.018, -0.023, -0.018], [-0.036, 0.026, 0.066], [0.047, -0.029, -0.037], [-0.033, 0.029, 0.003], [0.003, -0.014, 0.005], [0.010, -0.025, -0.017], [0.004, 0.038, -0.005], [0.014, -0.044, 0.029], [0.007, 0.002, -0.014], [-0.002, -0.001, 0.001], [-0.002, 0.001, 0.002], [0.001, -0.004, 0.004], [-0.017, 0.007, 0.028], [-0.010, 0.008, -0.009], [0.001, 0.000, 0.002], [-0.002, -0.001, -0.001], [0.000, -0.011, 0.007], [-0.016, 0.002, 0.014], [-0.010, -0.012, -0.014], [0.004, -0.003, -0.007], [-0.008, 0.007, 0.003], [0.004, -0.023, -0.013], [0.008, -0.010, -0.054], [-0.012, 0.087, 0.226], [0.024, -0.020, -0.024], [0.034, 0.012, -0.391], [-0.090, -0.100, 0.307], [0.009, 0.021, -0.003], [-0.011, -0.013, -0.005], [0.004, -0.007, 0.009], [-0.006, -0.020, -0.001], [0.014, 0.007, -0.008], [0.002, 0.024, 0.006], [0.009, -0.027, 0.059], [-0.042, 0.043, -0.234], [0.032, 0.013, -0.001], [-0.015, 0.027, -0.001]], "mulliken_spin": [0.47, 0.00, 0.00, -0.01, 0.03, 0.00, 0.00, 0.00, 0.00, 0.00, 0.00, 0.00, -0.01, 0.00, 0.01, 0.00, -0.01, 0.00, 0.00, 0.01, 0.00, 0.00, 0.00, 0.01, 0.02, 0.00, 0.00, 0.00, 0.00, 0.00, 0.00, 0.00, 0.00, 0.00, -0.02, -0.01, 0.25, -0.08, -0.01, 0.00, 0.00, 0.02, 0.03, 0.02, 0.00, 0.00, 0.01, 0.00, 0.01, 0.00, 0.00, 0.00, -0.01, 0.00, -0.05, 0.00, 0.00, 0.00, 0.00, 0.00, -0.06, 0.00, 0.00, 0.00, 0.00, 0.00, 0.00, 0.00, 0.00, 0.02, 0.00, -0.01, 0.01, 0.04, -0.01, 0.00, 0.00, 0.00, 0.00, 0.00, 0.00, 0.03, 0.40, -0.04, -0.07]}